No. 1
18
Properties=species:S:1:pos:R:3:mulliken_charge:R:1 method="wB97M-V/def2-TZVPD" charge=+1 fmax_ev_per_a=3.5 e_above_lowest_kj_mol=225.6 homo_lumo_gap_ev=7.373
C -0.544 0.451 0.106 -0.333
C 1.738 -0.399 0.591 -1.003
C 0.319 -0.406 0.886 0.462
C -0.308 -1.128 2.165 -1.290
C -0.886 1.061 -2.261 -0.907
N 0.091 0.622 -1.238 -0.201
I 1.270 -2.083 -0.828 0.393
H -1.573 0.147 -0.149 0.474
H -0.719 1.379 0.824 0.339
H 2.069 0.395 -0.015 0.341
H 2.475 -0.821 1.317 0.446
H -0.836 -0.320 2.695 0.368
H 0.388 -1.642 2.762 0.399
H -0.977 -1.886 1.862 0.373
H -0.392 1.775 -2.858 0.366
H -1.209 0.152 -2.789 0.284
H -1.795 1.450 -1.744 0.282
H 0.888 1.254 -1.326 0.209

=====

No. 2
18
Properties=species:S:1:pos:R:3:mulliken_charge:R:1 method="wB97M-V/def2-TZVPD" charge=+1 fmax_ev_per_a=6.6 e_above_lowest_kj_mol=121.0 homo_lumo_gap_ev=9.528 smiles=C[C@]1(I)CCC[NH2+]1
C 1.160 1.022 0.790 -0.774
C 0.864 0.622 -0.693 -0.205
C -0.253 0.992 1.356 -0.334
C -0.460 -0.144 -0.530 -0.573
C -0.346 -1.663 -1.232 -1.343
N -0.743 -0.313 0.856 0.000
I -2.317 0.787 -1.459 0.266
H 1.848 0.265 1.229 0.286
H 1.558 1.952 0.930 0.394
H 0.964 1.510 -1.406 0.292
H 1.631 -0.150 -1.129 0.256
H -0.396 1.101 2.537 0.337
H -0.742 1.899 0.981 0.284
H -1.200 -2.273 -0.940 0.428
H 0.545 -2.345 -1.102 0.404
H -0.251 -1.585 -2.329 0.449
H -0.111 -1.067 1.150 0.378
H -1.752 -0.612 0.991 0.456

=====

No. 3
19
Properties=species:S:1:pos:R:3:mulliken_charge:R:1 method="wB97M-V/def2-TZVPD" charge=+1 fmax_ev_per_a=1.5 e_above_lowest_kj_mol=0.0 homo_lumo_gap_ev=8.765
C -1.441 -1.239 1.313 0.185
C -1.935 1.019 -0.588 -1.456
C 0.004 1.538 0.935 -1.194
C 1.515 -0.533 -0.705 -0.638
C -0.551 0.723 -0.160 0.985
N 0.148 -0.109 -0.856 -0.112
O -1.241 -2.038 2.082 -0.132
I 1.115 -4.277 1.178 -0.063
H -2.573 1.222 0.268 0.360
H -2.371 0.219 -1.179 0.489
H -1.927 1.926 -1.197 0.410
H -0.448 1.243 1.881 0.314
H -0.274 2.581 0.779 0.354
H 1.081 1.467 1.034 0.417
H 2.039 0.027 0.063 0.278
H 1.539 -1.592 -0.445 0.105
H 2.034 -0.407 -1.656 0.309
H -0.331 -0.598 -1.611 0.265
H 1.471 -5.736 1.604 0.123

=====

No. 4
19
Properties=species:S:1:pos:R:3:mulliken_charge:R:1 method="wB97M-V/def2-TZVPD" charge=+1 fmax_ev_per_a=5.2 e_above_lowest_kj_mol=450.0 homo_lumo_gap_ev=8.197
C -0.123 0.624 1.067 -0.610
C 0.767 0.011 0.085 0.921
C -0.196 -2.321 0.287 -1.283
C 0.596 2.485 -0.580 -0.772
C 0.786 -1.362 -0.358 -0.308
N -0.061 1.177 -0.286 0.036
O 2.460 0.804 0.441 -0.630
I 3.977 -0.262 -0.075 0.304
H -1.081 0.089 1.512 0.212
H 0.244 1.321 1.882 0.255
H 0.169 -2.700 1.316 0.315
H -0.182 -3.363 -0.288 0.347
H -1.292 -1.905 0.371 0.322
H -0.213 3.225 -0.803 0.376
H 1.090 3.006 0.354 0.266
H 1.270 2.380 -1.449 0.297
H 0.741 -1.317 -1.557 0.366
H 1.757 -1.789 -0.155 0.210
H -0.802 0.956 -0.906 0.378

=====

No. 5
19
Properties=species:S:1:pos:R:3:mulliken_charge:R:1 method="wB97M-V/def2-TZVPD" charge=+1 fmax_ev_per_a=4.0 e_above_lowest_kj_mol=329.5 homo_lumo_gap_ev="7.081 / 7.080"
C -3.379 -0.948 0.959 -0.264
C -4.312 -0.674 -0.204 -0.961
H -2.186 -1.699 0.311 0.161
H -3.499 -1.948 1.390 0.446
H -3.946 0.151 -0.829 0.291
H -5.305 -0.403 0.182 0.339
H -4.431 -1.561 -0.840 0.358
O 1.377 -0.003 0.675 -0.742
C 0.530 -1.072 0.620 -0.182
C -0.902 -0.863 0.224 -0.422
O -1.652 0.059 0.897 -0.140
C -1.377 1.530 0.794 -1.043
Mg 0.749 1.757 0.783 1.017
H 0.456 -1.617 1.589 0.309
H 0.871 -1.849 -0.103 0.314
H -1.025 -0.738 -0.861 0.435
H -1.935 1.918 1.656 0.368
H -1.912 1.831 -0.118 0.370
H -3.682 -0.345 1.825 0.346

=====

No. 6
17
Properties=species:S:1:pos:R:3:mulliken_spin:R:1 method="wB97M-V/def2-TZVPD" spin_multiplicity=2 s2=0.754 charge=-1 fmax_ev_per_a=2.1 e_above_lowest_kj_mol=250.4 homo_lumo_gap_ev="3.062 / 5.653"
C 0.015 2.728 -0.402 0.311
C 0.889 2.330 0.770 0.476
C 0.802 1.091 1.457 0.383
H -0.980 3.125 -0.239 -0.073
H 0.533 3.538 -0.954 -0.110
H -0.133 1.801 -1.014 0.001
H 1.332 3.177 1.321 -0.048
H 0.659 1.087 2.548 -0.076
H 0.923 0.144 0.907 0.020
C 0.504 -2.127 0.111 0.036
C -0.790 -1.974 -0.153 0.224
N -1.282 -2.025 -1.496 -0.018
H 1.218 -2.168 -0.725 0.009
H 0.973 -2.427 1.057 0.011
H -1.516 -1.784 0.629 -0.133
H -0.541 -1.983 -2.183 -0.009
H -1.754 -2.916 -1.650 -0.004

=====

Number 1: E_tot -549.2165 Eh. Number 2: E_tot -549.2564 Eh. Number 3: E_tot -624.5393 Eh. Number 4: E_tot -624.3679 Eh. Number 5: E_tot -547.1863 Eh. Number 6: E_tot -251.7043 Eh.